The following is a DFT calculation (the ωB97M-V functional and the def2-TZVPD basis) of 2 unconnected molecules or ions with the total composition C6H11P at a distorted geometry.

The energy above the lowest of the compared OMol25 structures with the same formula, charge and spin comes out at 59.4 kcal/mol. The calculation puts the total energy at -576.42297 Ha. The calculation puts the LUMO energy at 0.9453 eV. The HOMO energy is -8.70 eV. The net charge is 0.

The geometry in XYZ format:
```
18
Properties=species:S:1:pos:R:3:forces:R:3
H -3.031 -0.641 1.096 0.689 -1.310 0.234
H 2.552 0.512 -1.836 -0.631 -1.189 0.295
C 1.666 -0.123 -1.524 0.270 2.532 -1.397
C -2.281 -1.456 0.818 -1.155 -0.184 1.497
H 0.938 0.122 -2.329 0.033 -0.381 0.711
H -2.095 1.415 0.595 1.458 0.076 -0.474
P -1.535 -0.664 -0.709 1.493 -0.329 0.904
H 3.185 0.908 0.085 1.119 0.159 0.159
H -0.164 -0.291 1.679 0.209 2.017 -4.261
C 1.285 0.362 -0.148 -0.884 -0.113 -1.174
C -0.116 0.270 0.283 -0.482 -3.815 4.808
C 2.255 0.843 0.583 -0.041 0.755 1.680
H 1.880 -1.163 -1.554 0.194 -0.887 -0.043
H -2.898 -2.445 0.677 1.354 1.922 -0.051
H -0.996 1.650 -0.971 -0.606 0.509 0.500
H 2.133 1.204 1.619 0.095 -0.253 -0.682
C -1.251 1.081 -0.067 -1.552 0.384 -0.877
H -1.526 -1.585 1.706 -1.563 0.108 -1.829
```
Positions in Å, forces in eV/Å.

These are the Mulliken partial charges, in e, on atoms 1 to 2: 0.221, 0.399